# 1
DFT (ωB97M-V/def2-TZVPD) results for a molecular structure, C9H22AlNO2P at a distorted geometry.

Results
Net charge: -1
Frontier orbital gap (eV): 7.01

Atoms and positions in Å:
C 3.071 -2.326 1.013
C 3.369 -1.291 -0.097
Al 1.701 -0.187 -0.376
C 1.609 1.475 0.793
C 0.180 2.049 0.887
C -0.721 1.219 1.827
C -2.125 0.941 1.266
N -2.218 -0.484 0.909
C -3.302 -0.819 0.105
C -3.282 -2.256 -0.378
O -4.213 -0.058 -0.179
P 1.310 0.417 -2.641
C -0.518 0.817 -2.690
O 2.038 1.945 -2.824
H 2.654 -1.839 1.898
H 3.947 -2.918 1.291
H 2.306 -3.026 0.671
H 3.619 -1.850 -1.002
H 4.238 -0.705 0.207
H 0.430 -1.145 0.023
H 2.255 2.248 0.356
H 1.995 1.293 1.802
H 0.217 3.071 1.276
H -0.243 2.067 -0.119
H -0.782 1.712 2.797
H -0.233 0.255 1.973
H -2.878 1.131 2.030
H -2.343 1.586 0.416
H -1.361 -0.755 0.412
H -2.674 -2.856 0.298
H -2.817 -2.315 -1.361
H -4.290 -2.654 -0.399
H -0.971 0.548 -3.642
H -0.669 1.885 -2.520
H -1.027 0.286 -1.884
H 1.729 2.543 -2.140

---

# 2
DFT (ωB97M-V/def2-TZVPD) results for a molecular structure, C9H22BGaNO3 at a distorted geometry.

Results
Net charge: -1
Frontier orbital gap (eV): 6.91

Atoms and positions in Å:
C 1.620 2.687 1.182
C 1.049 3.061 -0.208
Ga -0.345 1.744 -0.946
C 0.599 0.210 -1.972
C 1.473 -0.697 -1.059
C 0.878 -2.075 -0.864
O 1.800 -3.174 -1.136
C 2.876 -3.173 -0.325
C 2.690 -3.580 1.107
O 3.932 -2.913 -0.730
B -1.540 0.865 0.597
O -0.835 0.050 1.542
N -2.971 1.030 0.788
C -3.657 1.688 -0.333
C -3.670 -0.188 1.205
H 2.709 2.682 1.227
H 1.282 1.722 1.550
H 1.299 3.411 1.926
H 1.873 3.138 -0.914
H 0.635 4.059 -0.123
H -1.217 2.548 -2.051
H 1.247 0.641 -2.731
H -0.125 -0.382 -2.525
H 2.462 -0.795 -1.485
H 1.612 -0.188 -0.111
H 0.478 -2.242 0.138
H 0.063 -2.222 -1.552
H 3.648 -3.438 1.581
H 2.425 -4.627 1.148
H 1.941 -2.983 1.608
H -0.950 -0.869 1.255
H -3.595 2.759 -0.231
H -4.715 1.437 -0.266
H -3.325 1.358 -1.308
H -4.290 -0.617 0.420
H -3.008 -0.967 1.566
H -4.348 0.040 2.029

---

# 3
DFT (ωB97M-V/def2-TZVPD) results for a molecular structure, C9H22BrGaO13PS4 at a distorted geometry.

Results
Net charge: -1
Frontier orbital gap (eV): 6.18

Atoms and positions in Å:
C 1.619 0.613 1.732
C 2.673 1.591 0.945
S 3.151 3.151 1.865
C 1.547 3.866 2.573
Ga 0.012 3.829 1.143
P -2.015 3.134 2.183
O -2.008 1.392 2.139
Br -3.749 3.937 0.913
H 0.939 0.050 0.957
H 2.281 -0.130 2.388
H 0.903 1.152 2.485
H 3.676 0.970 0.779
H 2.293 1.880 -0.136
H 1.249 3.233 3.540
H 1.653 4.988 2.930
H 0.277 2.717 -0.016
H -0.107 5.285 0.469
H -2.121 1.055 3.081
C -3.960 -2.897 4.613
C -4.092 -1.451 4.143
O -3.372 -0.679 5.101
S -2.126 -1.567 5.667
O -0.936 -1.192 4.936
O -2.191 -1.579 7.110
O -2.629 -3.015 5.112
H -4.652 -3.109 5.435
H -4.128 -3.612 3.803
H -5.134 -1.124 4.089
H -3.616 -1.309 3.168
C -1.647 -0.346 -2.952
C -2.145 -1.070 -1.704
O -1.232 -2.148 -1.509
S 0.245 -1.692 -2.028
O 1.010 -1.250 -0.883
O 0.728 -2.683 -2.962
O -0.223 -0.374 -2.866
H -1.943 -0.879 -3.862
H -2.006 0.685 -3.002
H -3.165 -1.445 -1.819
H -2.093 -0.420 -0.825
C 4.249 -0.618 -6.020
C 3.725 0.024 -4.739
O 2.371 -0.408 -4.630
S 2.239 -1.901 -5.273
O 2.304 -2.864 -4.196
O 1.176 -1.885 -6.251
O 3.667 -1.920 -6.059
H 3.910 -0.068 -6.904
H 5.340 -0.687 -6.032
H 3.781 1.115 -4.767
H 4.269 -0.345 -3.862

---

# 4
DFT (ωB97M-V/def2-TZVPD) results for 3 unconnected molecules or ions with the total composition C9H22ClO2 at a distorted geometry.

Results
Net charge: -1
Energy above the lowest of the compared OMol25 structures with the same formula, charge and spin (eV): 0.128
Frontier orbital gap (eV): 3.63

Atoms and positions in Å:
C 2.002 1.497 0.339
C 0.900 2.755 0.350
C -0.335 2.249 -0.572
C -1.842 2.471 -0.011
C -2.559 1.000 0.309
Cl -2.053 3.647 1.394
H 1.617 0.741 1.169
H 3.089 1.858 0.614
H 2.044 0.950 -0.702
H 0.649 2.865 1.485
H -0.241 2.745 -1.644
H -0.198 1.077 -0.755
H -2.480 2.923 -0.917
H -2.178 0.693 1.397
H -2.248 0.208 -0.497
H -3.730 1.149 0.288
C 3.842 -2.331 3.097
C 3.240 -1.017 3.550
O 1.993 -0.806 2.905
H 3.986 -2.334 2.011
H 4.806 -2.506 3.582
H 3.172 -3.165 3.331
H 3.902 -0.184 3.294
H 3.081 -1.011 4.633
H 1.410 -1.546 3.145
C -2.314 -0.676 -3.742
C -2.385 -2.188 -3.794
O -2.337 -2.721 -2.479
H -1.393 -0.350 -3.248
H -2.345 -0.249 -4.748
H -3.148 -0.269 -3.160
H -1.539 -2.591 -4.358
H -3.310 -2.521 -4.275
H -3.098 -2.363 -1.990

---

# 5
DFT (ωB97M-V/def2-TZVPD) results for 4 unconnected molecules or ions with the total composition C9H22ClO3S4 at a distorted geometry.

Results
Net charge: +1
Frontier orbital gap (eV): 6.48

Atoms and positions in Å:
C 2.634 -0.015 2.570
C 1.607 0.652 2.400
C 0.301 1.365 1.848
S -1.012 0.071 1.670
Cl -1.642 -0.617 3.514
H 3.591 -0.603 2.432
H 0.001 2.176 2.595
H 0.490 1.877 0.838
H -0.335 -1.038 1.110
C -0.432 -4.801 -1.317
S -0.640 -4.303 0.402
O -0.844 -2.816 0.413
C 1.064 -4.616 0.895
H -1.379 -4.651 -1.837
H 0.343 -4.194 -1.788
H -0.161 -5.857 -1.357
H 1.743 -4.021 0.281
H 1.286 -5.678 0.780
H 1.178 -4.334 1.942
C 0.837 -0.624 -3.206
S 2.313 -0.824 -2.187
O 2.270 -2.198 -1.603
C 1.803 0.328 -0.895
H 0.919 -1.289 -4.066
H -0.052 -0.885 -2.628
H 0.772 0.409 -3.552
H 0.854 0.004 -0.465
H 1.704 1.330 -1.315
H 2.568 0.337 -0.118
C -2.294 4.146 1.577
S -1.909 3.526 -0.074
O -0.417 3.432 -0.183
C -2.423 5.010 -0.957
H -2.014 3.385 2.306
H -1.731 5.060 1.771
H -3.365 4.341 1.651
H -1.851 5.870 -0.604
H -3.489 5.177 -0.798
H -2.235 4.862 -2.021

---

# 6
DFT (ωB97M-V/def2-TZVPD) results for 3 unconnected molecules or ions with the total composition C9H23BIO6P at a distorted geometry.

Results
SMILES: CB(O)C(=O)OCP(O)I.CC(C)O.CC(C)O
Frontier orbital gap (eV): 8.54

Atoms and positions in Å:
C 0.008 -1.636 0.912
B -0.688 -2.022 -0.547
O -0.324 -1.178 -1.706
C -1.719 -3.275 -0.800
O -1.166 -4.402 -1.330
O -3.163 -3.312 -0.575
C -3.612 -2.439 0.512
P -4.146 -0.699 -0.169
O -5.833 -0.799 -0.716
I -3.978 0.885 1.704
H -0.722 -1.130 1.672
H 0.879 -0.860 0.689
H 0.468 -2.576 1.467
H 0.229 -1.749 -2.345
H -2.907 -2.377 1.442
H -4.632 -2.915 0.915
H -5.900 -0.186 -1.530
C -1.100 5.170 -0.169
C -1.608 3.766 0.123
C -0.761 2.714 -0.574
O -2.959 3.652 -0.316
H -1.143 5.387 -1.242
H -1.727 5.917 0.330
H -0.068 5.294 0.172
H -1.598 3.589 1.204
H -0.792 2.844 -1.662
H -1.145 1.710 -0.365
H 0.282 2.765 -0.246
H -2.977 3.808 -1.274
C 4.600 -0.044 0.535
C 4.092 -1.447 0.827
C 4.939 -2.500 0.129
O 2.741 -1.561 0.388
H 4.557 0.173 -0.538
H 3.973 0.703 1.034
H 5.632 0.081 0.876
H 4.102 -1.625 1.908
H 4.908 -2.370 -0.959
H 4.555 -3.504 0.338
H 5.982 -2.448 0.457
H 2.723 -1.405 -0.571